(1)
{"formula": "C50H56AsFHgN4PSSi", "method": "ωB97M-V/def2-TZVPD", "species": ["H", "C", "S", "H", "C", "H", "C", "C", "C", "H", "C", "C", "H", "H", "C", "H", "C", "H", "H", "H", "H", "C", "C", "N", "H", "C", "C", "H", "H", "H", "C", "C", "C", "H", "C", "C", "H", "C", "Hg", "H", "C", "H", "P", "H", "N", "H", "C", "C", "H", "H", "H", "C", "C", "C", "H", "N", "H", "H", "C", "C", "C", "H", "H", "C", "C", "H", "As", "H", "H", "H", "C", "H", "C", "N", "H", "C", "H", "C", "H", "H", "C", "H", "H", "C", "H", "H", "H", "C", "H", "C", "H", "H", "C", "H", "H", "C", "C", "C", "C", "F", "Si", "C", "H", "H", "C", "H", "C", "H", "H", "C", "H", "C", "H", "H", "C", "C"], "xyz": [[0.8807, 0.9730, 4.6428], [3.1310, -2.0364, 3.6061], [-0.1148, 3.7384, 2.6503], [0.8372, -1.1070, 5.9746], [4.1517, 1.3483, -3.0026], [4.8830, 0.7538, 3.5785], [0.8843, 4.6688, 4.9814], [-3.7930, -2.4033, -2.2865], [1.2014, -5.4096, 0.8790], [3.7538, -0.7753, 1.9247], [1.8374, 4.6689, 6.0129], [3.1061, -0.8687, 2.8177], [3.7965, -2.8506, 3.3093], [-2.6048, 4.5944, -2.0130], [2.3329, -2.1290, 4.7444], [-4.7958, -0.5310, -5.5411], [-4.6676, -0.4315, -3.4066], [3.2614, -3.6496, 0.7016], [0.5500, -2.4024, -2.0441], [2.9597, -3.3138, -1.0567], [3.1315, -1.1102, -5.8536], [-2.0016, 1.4090, -2.5016], [3.1923, 3.0489, 4.7894], [-0.2538, -4.1843, -1.2537], [-1.1737, -5.7245, -0.2339], [-6.5875, 0.8970, 0.8502], [4.5364, 0.3892, -5.1709], [8.2161, 2.2177, 1.2660], [-0.7751, 2.7872, -0.4099], [-3.5192, -2.9743, -1.3895], [-0.8492, 3.6534, -2.9879], [6.2540, 2.8585, 0.6179], [2.6678, -0.3540, -3.8722], [-2.8066, 1.4390, -3.2225], [-3.5873, -3.0323, -3.5300], [2.5140, -3.6453, -0.1004], [-0.7812, -2.9085, 1.9094], [-3.0859, -0.9096, 0.6992], [-0.7488, 0.3004, 1.2709], [-9.1840, -1.5406, -0.7276], [-4.4954, -1.0718, -4.6444], [-6.8108, -1.6635, -1.3958], [1.1297, -2.4773, 0.3577], [1.7103, 5.2961, 6.8885], [-0.0689, -4.7395, 1.1928], [0.7482, -3.4891, 2.6366], [4.8650, 2.7857, 0.8392], [-0.8815, -4.7027, -0.0241], [3.7144, 3.8424, 6.7057], [4.4368, 2.0383, -2.2300], [-2.7017, -1.8975, 0.4196], [2.3277, 0.2220, 3.2077], [-1.6198, 4.2019, -1.7539], [5.2567, 1.3242, 2.7328], [-2.3007, 3.4411, 0.1982], [1.9238, -4.9546, -0.3111], [6.5789, 3.5051, -0.1958], [4.1744, 3.3832, 0.2223], [3.0159, 0.5207, -2.7959], [0.0164, -2.7454, -1.1485], [3.4187, -0.4337, -5.0399], [1.5147, -4.5791, -2.3370], [0.1609, 4.0742, -2.9942], [-6.1306, -0.0809, -0.0772], [7.1347, 2.1528, 1.4452], [0.0717, 1.7841, -2.4173], [2.3446, 1.9054, 2.1591], [4.1162, 2.4540, 4.7326], [1.8677, -5.3749, 1.7330], [1.4866, -0.1116, -1.3836], [6.6313, 1.3984, 2.5034], [-0.0401, 5.2557, 5.0553], [-4.3075, -1.0755, -2.1895], [-2.4642, 1.9330, -1.2248], [-3.2152, -4.0690, -3.5680], [4.8595, 1.3223, -4.1828], [-5.0810, 0.5894, -3.4293], [-8.4562, -0.8795, -0.2391], [-1.7769, 0.3590, -2.3854], [-1.0637, 5.0453, -1.3410], [-7.9322, 0.9972, 1.2239], [1.7962, -1.0034, -3.7658], [-0.5375, 1.7324, -4.0221], [2.2639, 3.0541, 3.7470], [-1.3166, 4.0086, -3.9160], [0.7270, -5.9824, -1.5965], [2.5545, 1.3133, -0.8529], [1.5128, 0.1252, 4.3611], [0.9375, -6.4615, 0.7093], [1.4831, -1.0694, 5.0864], [-1.7974, -4.1284, 0.1584], [7.2870, 0.9034, 3.2249], [-3.9111, -2.3519, -4.7073], [-3.6942, -2.8052, -5.6838], [-9.8880, 0.0719, 1.0766], [-3.8211, 1.6694, -0.8027], [2.3099, 0.5697, -1.6078], [0.1658, -3.4036, 1.7127], [-8.8635, 0.0884, 0.6973], [5.2798, 0.3192, -6.2885], [-4.2809, -0.2181, -0.5146], [-7.1027, -0.9321, -0.6370], [-5.8888, 1.6296, 1.2352], [5.6946, 2.0012, -4.3589], [-1.7982, 3.1077, -0.7097], [-4.5736, 2.1107, -1.4759], [2.9629, 3.8528, 5.9048], [-8.2073, 1.7912, 1.9517], [-3.9212, 2.1739, 0.1694], [0.9997, -4.9360, -1.4410], [2.3811, -3.0032, 5.3965], [4.3520, 2.0172, 1.8984], [-3.3944, -0.9355, 1.7379], [-0.9367, -2.1916, -1.0719], [1.0719, 3.8346, 3.8416], [-0.7543, 2.1079, -3.0235]], "spin_multiplicity": 2, "s2": 0.766, "charge": -2, "gap_ev": [3.7, 3.1], "e_above_lowest_kj_mol": 32.2}



(2)
{"formula": "C50H56BrIrN3OSeTe", "method": "ωB97M-V/def2-TZVPD", "species": ["C", "Br", "C", "C", "C", "H", "H", "H", "H", "C", "H", "C", "C", "C", "H", "C", "H", "C", "H", "H", "H", "H", "C", "O", "Se", "H", "C", "H", "H", "C", "C", "C", "H", "C", "H", "C", "H", "H", "N", "H", "C", "H", "N", "C", "H", "H", "C", "H", "C", "H", "C", "H", "C", "C", "H", "H", "C", "H", "C", "C", "C", "H", "N", "C", "H", "H", "C", "H", "C", "H", "H", "H", "C", "H", "H", "H", "Ir", "H", "C", "C", "H", "C", "Te", "H", "C", "H", "H", "C", "C", "C", "H", "H", "C", "H", "H", "C", "C", "H", "H", "C", "H", "C", "C", "C", "H", "H", "C", "H", "C", "H", "C", "H", "H", "C"], "xyz": [[-4.6845, 2.3830, 1.3818], [1.3219, 2.0713, -0.8976], [-1.0618, 2.2865, 4.8720], [-1.0003, 7.1571, -1.0360], [0.2473, 0.3215, 3.3142], [-5.0816, 3.3779, -1.2003], [8.4416, -0.3370, 1.7423], [5.3155, -1.0872, -2.3855], [-6.1846, -6.3718, -2.1325], [-0.3402, 1.4622, 2.7426], [-0.2684, 1.6001, 1.6705], [-0.3498, 2.9353, -0.5549], [-0.9939, 2.4142, 3.4945], [-4.0841, -6.2337, -2.5230], [0.5052, 4.8659, -0.4977], [0.7445, -0.4130, -6.3870], [-4.0959, -6.9729, -3.3096], [-0.4549, -0.8680, -4.3524], [2.5271, -3.3319, 4.7197], [-1.9745, -5.8897, -2.6681], [5.2332, 0.1607, 2.9367], [-1.5887, 3.0151, 5.4666], [-0.4023, 4.2952, -0.3943], [-1.3067, 0.7985, -0.6126], [3.8979, 0.0131, -0.1054], [-4.5698, -3.5160, 1.4159], [5.8965, 0.7470, 2.2967], [-6.1447, -4.6763, -0.3457], [8.4599, -1.7839, -0.5939], [3.6444, -4.6943, 3.5503], [-4.8951, 2.3079, -1.1394], [-1.5880, -3.9797, -0.8143], [-3.2003, 0.1516, 0.9454], [-5.2546, -5.8941, -1.8639], [-0.1034, -1.4748, -1.7708], [0.7601, -0.3197, -7.7863], [-0.7885, -4.7058, -0.6896], [1.8816, -3.7428, -0.6126], [6.4050, -1.2024, -0.6352], [-5.8507, 1.7912, -1.0731], [-5.2324, -4.9399, -0.8625], [6.7317, 1.1259, 2.8790], [6.3900, -0.0574, 1.2172], [1.9350, -0.2544, -5.6522], [-1.4460, 6.8682, -1.9845], [6.7703, -2.1161, -2.4599], [7.6663, -1.2570, -0.1062], [-1.1321, 8.2301, -0.9074], [2.7951, -3.1511, 1.2673], [-4.8352, -0.0108, 0.2830], [-3.8558, 0.4388, 0.1224], [-4.9818, 3.4279, 1.3850], [2.3972, -2.7792, 2.6682], [-4.0439, -4.3099, -0.5157], [5.3162, 1.5760, 1.8884], [1.7257, -1.0839, -1.7210], [-1.6173, 4.9072, -0.1018], [-3.4442, 0.0596, -0.8086], [0.7515, -0.7866, -3.5953], [-3.1058, 6.9309, 0.2444], [-2.8693, -4.6593, -1.1704], [-3.6767, 4.5302, 0.2420], [0.7807, -0.2751, -8.9357], [-0.9145, 6.7263, 1.4242], [-1.3776, -1.0802, -3.8323], [-3.6773, 6.6914, -0.6500], [-2.7253, 4.0798, 0.0215], [3.2989, -2.2787, 0.8181], [0.1780, 0.2374, 4.7148], [-3.0876, 8.0132, 0.3567], [4.7167, -5.9263, 2.1407], [-3.6118, 6.5153, 1.1126], [-0.4545, 1.1983, 5.4751], [2.8460, -0.0087, -6.1782], [1.7705, -1.4801, 4.1098], [-1.4584, 3.2545, 2.9998], [-0.0119, -0.5174, 0.4717], [0.9978, -2.4908, 0.3122], [5.9291, -1.8097, -1.8443], [-2.6910, 2.6998, -0.1065], [-4.0062, 2.2177, 2.2170], [7.6561, -0.5446, 1.0455], [-1.9172, -2.9037, 1.0419], [3.9308, -5.2920, 4.4019], [-0.4555, -0.6908, -5.7060], [2.8449, -0.2857, -3.7283], [-4.4543, -2.3206, 0.1269], [3.7079, -4.3305, 1.1860], [-1.4630, 2.0657, -0.4314], [-2.8959, -5.6225, -2.1701], [-1.2947, -3.3014, -1.6149], [-1.3952, 6.2499, 2.2761], [0.8327, -0.7033, 2.4329], [-5.5800, 1.7863, 1.5452], [4.0123, -4.6216, 0.1897], [-1.6709, 6.4088, 0.1250], [0.7932, -1.1177, -2.2610], [-0.4888, 1.0920, 6.5505], [5.3054, -2.6782, -1.6189], [2.8505, -3.5835, 3.7174], [0.9646, -4.2087, 0.8402], [1.9377, -0.4195, -4.2979], [1.5728, -3.4301, 0.3826], [-4.0087, 1.9580, 0.0669], [-1.3733, -0.7716, -6.2702], [-4.3968, 1.9995, -2.0572], [1.6436, -1.6340, 3.0391], [0.1118, 6.3700, 1.3739], [-4.0160, -3.2347, 0.5225], [-0.8982, 7.8008, 1.5948], [4.0847, -5.0561, 2.2555], [0.0656, 6.9556, -1.0836], [0.6111, -0.5997, 5.2377], [5.6239, -0.4576, 0.1795]], "spin_multiplicity": 6, "s2": 8.901, "gap_ev": [6.4, 6.0]}



Record order is preserved below.
Molar mass: 1098.663; 1193.699 g/mol